# 1
82
Properties=species:S:1:pos:R:3 method="wB97M-V/def2-TZVPD" e_tot_ev=-91784.690 charge=+1 gap_ev=7.83 de_lowest_kcal_mol=7.2 fmax_ev_per_a=0.80 e_lumo_ha=-0.14319 homo_ha=-0.43111
Pd 0.541 -0.108 0.049
C -0.774 0.573 6.691
C -0.222 -0.788 6.236
C -1.239 -1.876 6.579
C 1.094 -1.088 6.967
C 0.042 -0.701 4.741
C 0.992 0.191 4.245
C 1.176 0.313 2.889
N 0.484 -0.415 2.009
C -0.432 -1.293 2.451
C -0.662 -1.450 3.805
C -1.174 -2.004 1.393
C -2.171 -2.924 1.636
C -2.852 -3.535 0.581
C -2.466 -3.173 -0.704
C -1.463 -2.239 -0.886
N -0.826 -1.672 0.133
C -3.969 -4.525 0.871
C -5.071 -3.796 1.656
C -4.572 -5.097 -0.411
C -3.407 -5.679 1.714
H -0.972 0.545 7.762
H -1.704 0.814 6.174
H -0.065 1.380 6.501
H -1.376 -1.906 7.660
H -0.900 -2.865 6.264
H -2.215 -1.675 6.135
H 0.903 -1.170 8.037
H 1.831 -0.298 6.826
H 1.530 -2.030 6.628
H 1.574 0.818 4.905
H 1.862 1.040 2.478
H -1.415 -2.149 4.134
H -2.440 -3.166 2.654
H -2.941 -3.593 -1.577
H -1.164 -1.928 -1.878
H -5.476 -2.961 1.081
H -4.707 -3.408 2.608
H -5.885 -4.489 1.869
H -5.023 -4.320 -1.030
H -5.358 -5.805 -0.151
H -3.830 -5.633 -1.005
H -3.014 -5.334 2.672
H -2.609 -6.201 1.184
H -4.201 -6.396 1.923
O 2.720 0.433 -0.030
H 3.232 0.182 0.748
H 2.998 1.330 -0.258
F -0.783 4.663 1.094
C -0.397 3.405 0.988
F 0.597 3.182 1.868
F 0.123 3.210 -0.234
S -1.795 2.200 1.323
O -1.523 1.149 0.344
O -1.630 1.861 2.704
N -3.119 2.961 1.076
S -3.660 3.184 -0.404
O -2.582 3.308 -1.360
O -4.718 4.130 -0.387
C -4.469 1.544 -0.832
F -5.626 1.758 -1.428
F -3.686 0.836 -1.662
F -4.674 0.806 0.260
O -4.433 3.383 -3.850
C -3.469 3.113 -4.838
N -2.416 2.414 -4.130
C -1.480 1.746 -4.805
O -1.428 1.696 -6.024
C -0.482 0.942 -3.995
C 0.435 0.195 -4.722
C 1.358 -0.600 -4.064
C 1.337 -0.624 -2.687
N 0.451 0.099 -1.983
C -0.446 0.873 -2.609
H -5.010 4.094 -4.143
H -3.081 4.026 -5.301
H -3.851 2.459 -5.627
H -2.393 2.571 -3.131
H 0.391 0.261 -5.801
H 2.081 -1.194 -4.605
H 2.030 -1.224 -2.113
H -1.127 1.417 -1.964



# 2
68
Properties=species:S:1:pos:R:3 method="wB97M-V/def2-TZVPD" e_tot_ev=-41767.740 gap_ev=7.65 de_lowest_kcal_mol=0.0 fmax_ev_per_a=1.14 e_lumo_ha=0.01538 homo_ha=-0.26577
C -1.907 -1.258 -2.912
O -1.225 -1.055 -1.699
C -1.186 0.187 -1.153
C -1.828 1.283 -1.729
C -1.758 2.542 -1.161
O -2.385 3.621 -1.700
C -3.138 3.469 -2.877
C -1.008 2.741 0.021
C -0.839 4.007 0.695
C -1.470 5.262 0.191
C -0.084 4.053 1.819
C 0.560 2.893 2.376
O 1.242 2.866 3.375
O 0.368 1.718 1.707
C -0.370 1.613 0.583
C -0.459 0.333 0.030
C 0.224 -0.876 0.633
C -0.103 -1.093 2.117
C -1.612 -1.080 2.365
N -2.335 -1.901 1.411
C -2.191 -3.324 1.654
C -2.850 -4.086 0.505
O -4.215 -3.760 0.384
C -4.371 -2.375 0.191
C -3.743 -1.571 1.330
C 1.707 -0.810 0.335
C 2.177 -1.371 -0.846
C 3.513 -1.330 -1.192
C 4.455 -0.711 -0.361
N 5.787 -0.628 -0.722
C 6.282 -1.494 -1.766
C 6.749 -0.152 0.242
C 3.976 -0.148 0.827
C 2.636 -0.195 1.161
H -1.787 -2.317 -3.141
H -2.975 -1.031 -2.827
H -1.472 -0.667 -3.725
H -2.392 1.146 -2.635
H -2.518 3.138 -3.716
H -3.534 4.460 -3.096
H -3.971 2.773 -2.739
H -1.219 6.094 0.843
H -2.552 5.154 0.150
H -1.125 5.481 -0.817
H 0.071 4.976 2.355
H -0.182 -1.736 0.097
H 0.343 -0.321 2.740
H 0.328 -2.050 2.418
H -1.975 -0.056 2.247
H -1.816 -1.389 3.406
H -1.133 -3.580 1.695
H -2.666 -3.621 2.608
H -2.807 -5.164 0.675
H -2.325 -3.838 -0.430
H -5.446 -2.192 0.131
H -3.892 -2.079 -0.754
H -3.847 -0.504 1.120
H -4.275 -1.801 2.272
H 1.480 -1.858 -1.513
H 3.815 -1.789 -2.119
H 6.081 -2.553 -1.559
H 5.825 -1.234 -2.723
H 7.357 -1.362 -1.865
H 7.731 -0.107 -0.225
H 6.815 -0.797 1.127
H 6.488 0.857 0.563
H 4.648 0.335 1.516
H 2.328 0.262 2.088



# 3
65
Properties=species:S:1:pos:R:3 method="wB97M-V/def2-TZVPD" e_tot_ev=-45203.777 charge=+1 gap_ev="4.65 / 4.65" fmax_ev_per_a=4.77 e_lumo_ha="-0.19064 / -0.19067" homo_ha="-0.36165 / -0.36164"
C 2.405 0.226 1.789
C 2.329 -0.489 0.571
C 2.153 0.444 -0.488
H 2.411 -1.567 0.455
C 2.129 1.741 0.072
C 2.288 1.623 1.487
H 2.030 2.673 -0.482
C -1.312 -1.811 1.708
C -0.179 -2.468 0.925
C -0.365 -2.334 -0.421
H 0.653 -2.959 1.427
C -1.606 -1.589 -0.649
C -2.100 -1.192 0.559
H 2.094 0.195 -1.543
H 2.435 2.443 2.191
H 2.572 -0.202 2.777
H -2.978 -0.560 0.714
H 0.269 -2.693 -1.233
H -1.926 -2.577 2.230
Pb -0.196 1.609 2.877
C -2.325 -1.444 -1.974
C -3.697 -2.128 -1.860
C -1.559 -2.143 -3.106
H -3.563 -3.189 -1.612
H -4.226 -2.060 -2.819
H -4.311 -1.661 -1.082
H -1.471 -3.215 -2.886
H -0.553 -1.725 -3.241
H -2.113 -2.031 -4.046
C -2.558 0.052 -2.316
C -1.301 0.812 -2.715
H -3.002 0.558 -1.442
H -3.286 0.105 -3.141
O -0.267 0.762 -2.052
N -1.369 1.539 -3.870
C -0.346 2.553 -4.136
H -2.293 1.749 -4.233
C 1.031 1.967 -4.267
C 2.121 2.660 -3.732
H 1.927 3.604 -3.217
C 3.407 2.128 -3.826
H 4.246 2.667 -3.380
C 3.613 0.908 -4.483
H 4.620 0.492 -4.561
C 2.526 0.235 -5.056
H 2.674 -0.716 -5.571
C 1.238 0.775 -4.966
H 0.384 0.267 -5.422
H -0.344 3.298 -3.328
H -0.631 3.067 -5.062
C 1.504 -0.801 6.093
Si -0.161 -0.087 5.662
C -1.511 -0.788 6.741
C -0.095 1.774 5.902
C -0.496 -0.440 3.863
C -0.826 -0.858 2.709
H 1.615 -0.865 7.185
H 2.318 -0.176 5.701
H 1.604 -1.810 5.672
H -1.269 -0.636 7.803
H -2.476 -0.300 6.541
H -1.635 -1.867 6.574
H 0.832 2.224 5.511
H -0.975 2.294 5.487
H -0.109 1.936 6.991



# 4
62
Properties=species:S:1:pos:R:3 method="wB97M-V/def2-TZVPD" e_tot_ev=-28559.558 charge=+1 gap_ev=6.24 fmax_ev_per_a=1.59 e_lumo_ha=-0.19422 homo_ha=-0.42337
C -2.637 0.244 2.319
C -2.116 -1.067 2.914
C -1.024 -1.741 2.056
C 0.260 -2.087 2.802
C 0.895 -0.929 3.605
C 1.400 0.251 2.800
C 2.467 0.116 1.980
C 0.814 1.624 3.035
C -0.711 1.692 3.269
C -1.549 1.288 2.040
H -3.156 0.030 1.373
H -3.386 0.669 3.001
H -1.763 -0.897 3.939
H -2.960 -1.766 3.000
H -1.441 -2.680 1.662
H -0.791 -1.127 1.176
H 0.047 -2.901 3.511
H 0.996 -2.475 2.086
H 0.200 -0.582 4.382
H 1.756 -1.366 4.145
H 2.851 0.981 1.429
H 2.821 -0.882 1.699
H 1.312 2.084 3.910
H 1.077 2.253 2.171
H -0.987 1.099 4.149
H -0.959 2.736 3.516
H -0.895 0.937 1.229
H -2.041 2.195 1.656
C 8.834 2.899 -0.220
C 7.839 2.337 0.741
C 6.945 1.334 0.336
C 6.005 0.824 1.218
C 5.923 1.295 2.557
C 4.989 0.732 3.477
C 5.113 0.953 4.846
C 4.217 0.498 5.810
C 4.259 0.900 7.177
C 3.419 0.271 8.140
C 3.430 0.672 9.464
C 4.277 1.706 9.892
C 4.262 2.141 11.321
C 5.125 2.325 8.964
C 5.121 1.943 7.633
C 6.832 2.332 2.945
C 7.779 2.814 2.058
H 9.434 3.670 0.271
H 9.509 2.125 -0.602
H 8.333 3.351 -1.085
H 6.996 0.955 -0.686
H 5.315 0.037 0.911
H 4.271 -0.007 3.129
H 5.993 1.492 5.212
H 3.455 -0.224 5.507
H 2.767 -0.539 7.806
H 2.777 0.188 10.191
H 4.982 2.947 11.483
H 3.267 2.501 11.614
H 4.514 1.310 11.991
H 5.790 3.122 9.303
H 5.774 2.454 6.924
H 6.787 2.751 3.952
H 8.491 3.581 2.373



# 5
74
Properties=species:S:1:pos:R:3 method="wB97M-V/def2-TZVPD" e_tot_ev=-83093.546 gap_ev=6.63 de_lowest_kcal_mol=0.0 fmax_ev_per_a=2.53 e_lumo_ha=-0.00432 homo_ha=-0.24803
Ca -0.062 1.311 2.579
C -2.028 1.790 -4.044
C -2.128 0.491 -3.733
C -1.335 -0.582 -4.405
C 0.163 -0.223 -4.591
C 0.763 0.562 -3.453
C 0.828 1.913 -3.496
C 0.295 2.680 -4.679
C -1.143 2.302 -5.131
C 1.881 1.425 4.078
H -2.694 2.560 -3.645
H -2.924 0.097 -3.102
H -1.750 -0.797 -5.410
H -1.421 -1.517 -3.811
H 0.705 -1.171 -4.726
H 0.263 0.321 -5.549
H 1.287 -0.041 -2.710
H 1.403 2.496 -2.790
H 0.914 2.551 -5.585
H 0.311 3.760 -4.440
H -1.606 3.220 -5.517
H -1.114 1.591 -5.969
H 1.429 1.914 4.964
H 2.837 1.903 3.816
H 2.103 0.389 4.368
P 1.680 -0.446 1.308
P -1.533 -1.028 1.541
N 2.806 0.728 0.631
N 2.864 -1.654 1.721
N -2.139 0.378 0.675
N -3.064 -1.863 1.754
C 0.760 -1.095 -0.148
C -0.584 -1.828 0.174
C 2.782 2.080 1.036
C 3.694 2.774 0.274
C 4.312 1.856 -0.619
C 3.767 0.604 -0.376
C 3.813 -1.469 2.755
C 4.497 -2.667 2.929
C 3.953 -3.617 2.016
C 2.943 -2.984 1.295
C -2.268 1.693 1.214
C -2.649 2.539 0.177
C -2.814 1.749 -0.979
C -2.463 0.455 -0.667
C -4.081 -2.283 0.876
C -4.949 -3.114 1.580
C -4.485 -3.184 2.940
C -3.353 -2.400 3.024
H 1.472 -1.783 -0.627
H 0.553 -0.278 -0.871
H -1.199 -1.949 -0.739
H -0.362 -2.842 0.561
H 2.224 2.392 1.908
H 3.899 3.842 0.365
H 5.079 2.096 -1.353
H 3.995 -0.364 -0.788
H 3.911 -0.518 3.254
H 5.312 -2.836 3.610
H 4.269 -4.638 1.880
H 2.303 -3.326 0.502
H -2.326 1.831 2.288
H -2.818 3.616 0.214
H -3.187 2.079 -1.942
H -2.443 -0.448 -1.266
H -4.093 -1.953 -0.141
H -5.816 -3.621 1.178
H -4.932 -3.751 3.735
H -2.717 -2.144 3.863
F 0.169 -0.511 4.347
B -0.719 0.052 5.317
F -0.078 0.359 6.497
F -1.170 1.332 4.617
F -1.788 -0.808 5.443



# 6
74
Properties=species:S:1:pos:R:3 method="wB97M-V/def2-TZVPD" e_tot_ev=-67897.583 multiplicity=3 gap_ev="7.29 / 5.77" de_lowest_kcal_mol=23.4 fmax_ev_per_a=5.44 e_lumo_ha="-0.06408 / -0.11982" homo_ha="-0.33185 / -0.33186"
Pt 0.824 -1.013 1.970
C -0.462 0.234 3.959
C -1.130 0.071 2.762
C -1.436 1.216 1.833
C -0.407 1.517 0.767
C 0.970 1.025 1.019
C 1.721 1.239 2.159
C 1.232 2.080 3.289
C 0.333 1.421 4.335
C 1.215 -2.313 3.490
H -0.678 -0.440 4.766
H -1.767 -0.809 2.651
H -1.620 2.126 2.417
H -2.403 1.017 1.357
H -0.760 1.030 -0.159
H -0.382 2.590 0.515
H 1.577 0.872 0.099
H 2.803 1.066 2.112
H 0.737 2.977 2.916
H 2.114 2.446 3.826
H 0.924 1.141 5.205
H -0.354 2.175 4.778
H 0.854 -2.023 4.490
H 2.297 -2.483 3.552
H 0.767 -3.295 3.261
P 1.600 -1.026 -1.038
P -2.200 -0.141 -1.149
N 3.039 0.020 -1.591
N 2.180 -2.329 -2.152
N -2.329 1.515 -1.989
N -3.731 -0.713 -1.859
C 0.414 -0.229 -2.258
C -0.959 -0.937 -2.255
C 4.211 0.077 -0.831
C 5.108 0.944 -1.452
C 4.484 1.440 -2.631
C 3.215 0.861 -2.693
C 2.400 -3.643 -1.750
C 2.764 -4.413 -2.852
C 2.809 -3.534 -3.978
C 2.437 -2.268 -3.530
C -2.966 2.589 -1.316
C -2.850 3.741 -2.102
C -2.070 3.403 -3.244
C -1.726 2.047 -3.139
C -4.447 -0.267 -2.975
C -5.283 -1.287 -3.417
C -5.115 -2.385 -2.520
C -4.188 -2.006 -1.565
H 0.791 -0.153 -3.304
H 0.335 0.824 -1.934
H -1.347 -1.064 -3.284
H -0.850 -1.942 -1.790
H 4.279 -0.485 0.090
H 6.107 1.187 -1.101
H 4.893 2.130 -3.364
H 2.423 1.006 -3.416
H 2.253 -3.909 -0.720
H 2.969 -5.470 -2.863
H 3.089 -3.780 -4.996
H 2.295 -1.365 -4.075
H -3.411 2.435 -0.358
H -3.272 4.708 -1.857
H -1.776 4.065 -4.035
H -1.105 1.429 -3.776
H -4.333 0.741 -3.333
H -5.914 -1.253 -4.290
H -5.602 -3.343 -2.587
H -3.830 -2.507 -0.684
F -1.390 0.093 6.751
B -0.355 0.280 7.731
F 0.592 1.248 7.239
F -0.927 0.753 8.936
F 0.322 -0.956 7.937



# 7
64
Properties=species:S:1:pos:R:3 method="wB97M-V/def2-TZVPD" e_tot_ev=-99011.310 gap_ev=8.52 de_lowest_kcal_mol=2.8 fmax_ev_per_a=3.40 e_lumo_ha=0.02326 homo_ha=-0.28989
Be 10.053 9.941 9.611
C 8.347 9.132 9.863
C 9.348 8.322 10.492
C 10.078 9.219 11.362
C 9.415 10.523 11.178
C 8.392 10.466 10.284
C 7.454 11.540 9.773
C 6.571 11.025 8.653
C 6.570 12.062 10.881
C 8.312 12.638 9.208
C 11.398 8.965 12.123
C 11.875 10.277 12.800
C 12.568 8.588 11.195
C 11.126 8.004 13.275
C 9.205 6.787 10.432
C 8.315 6.362 9.220
C 10.493 5.995 10.340
C 8.309 6.394 11.675
H 7.581 8.685 9.252
H 9.624 11.428 11.721
H 5.981 10.132 8.933
H 7.097 10.662 7.754
H 5.853 11.804 8.377
H 5.854 11.433 11.347
H 6.008 12.893 10.464
H 7.259 12.479 11.581
H 9.011 12.272 8.451
H 8.860 13.125 10.016
H 7.735 13.423 8.745
H 12.206 11.008 12.100
H 12.836 10.159 13.361
H 11.208 10.771 13.429
H 12.913 9.336 10.506
H 12.317 7.608 10.749
H 13.417 8.337 11.870
H 10.358 8.382 13.998
H 12.065 7.798 13.787
H 10.789 7.001 12.989
H 8.721 6.534 8.225
H 7.257 6.656 9.283
H 8.252 5.280 9.285
H 11.029 6.357 9.446
H 10.261 4.951 10.222
H 11.079 6.030 11.203
H 7.309 6.839 11.566
H 8.711 6.748 12.591
H 8.179 5.285 11.780
Br 9.368 8.993 6.664
C 11.243 9.005 6.680
C 11.893 8.219 5.802
C 13.316 8.432 5.601
C 13.980 9.417 6.207
C 13.293 10.189 7.235
C 14.025 11.111 8.019
C 13.435 11.847 8.971
C 12.065 11.601 9.283
C 11.320 10.580 8.656
C 11.934 9.971 7.513
H 11.383 7.456 5.177
H 13.741 7.892 4.751
H 15.073 9.622 6.004
H 15.094 11.177 7.931
H 14.004 12.603 9.496
H 11.533 12.221 9.995